(1)
A 3-piece molecular cluster, C36H48FI2N3O6 overall at a distorted geometry, computed with ωB97M-V/def2-TZVPD.

Cartesian coordinates (Å):
O1 -0.616 0.582 -0.239
C1 -0.196 -0.418 -0.741
O2 0.948 -0.308 -1.571
N1 0.560 -0.390 -2.909
C2 -0.290 0.628 -3.447
O3 -0.058 1.803 -3.466
C3 -1.429 -0.108 -4.068
C4 -2.617 0.396 -4.549
C5 -3.525 -0.541 -5.003
F1 -4.705 -0.096 -5.430
C6 -3.272 -1.918 -5.001
I1 -4.840 -3.159 -5.582
C7 -2.050 -2.420 -4.550
C8 -1.720 -3.886 -4.491
C9 -1.763 -4.638 -5.839
C10 -0.408 -5.179 -6.254
I2 0.316 -6.648 -4.880
C11 -1.145 -1.470 -4.082
C12 0.228 -1.648 -3.523
O4 0.998 -2.557 -3.638
C13 -0.768 -1.771 -0.545
C14 -0.066 -2.941 -0.831
C15 -0.659 -4.179 -0.638
C16 -1.958 -4.252 -0.162
C17 -2.654 -3.086 0.146
C18 -2.066 -1.849 -0.036
H1 -2.836 1.454 -4.553
H2 -2.342 -4.367 -3.734
H3 -0.698 -3.963 -4.127
H4 -2.512 -5.429 -5.829
H5 -2.075 -3.939 -6.624
H6 0.334 -4.390 -6.352
H7 -0.486 -5.698 -7.207
H8 0.943 -2.885 -1.207
H9 -0.081 -5.065 -0.865
H10 -2.427 -5.218 -0.032
H11 -3.662 -3.155 0.533
H12 -2.613 -0.950 0.212
C19 4.378 -0.411 2.238
C20 3.293 -1.420 1.803
C21 1.924 -0.994 2.340
C22 1.759 -1.212 3.843
C23 2.100 -2.652 4.224
C24 3.479 -3.099 3.734
N2 3.614 -2.804 2.274
O5 3.030 -3.698 1.556
C25 4.584 -2.409 4.550
C26 3.651 -4.597 3.949
C27 3.261 -1.415 0.282
H13 4.472 0.375 1.490
H14 4.152 0.083 3.182
H15 5.351 -0.893 2.327
H16 1.147 -1.564 1.818
H17 1.767 0.059 2.090
H18 2.379 -0.509 4.405
H19 0.727 -0.997 4.126
H20 2.059 -2.777 5.308
H21 1.342 -3.320 3.801
H22 5.565 -2.618 4.123
H23 4.570 -2.798 5.568
H24 4.467 -1.331 4.624
H25 2.851 -5.169 3.486
H26 3.641 -4.803 5.020
H27 4.601 -4.943 3.540
H28 4.206 -1.757 -0.142
H29 3.077 -0.399 -0.064
H30 2.470 -2.047 -0.103
C28 -3.309 5.319 2.257
C29 -1.858 5.836 2.362
C30 -1.668 7.078 1.488
C31 -1.629 6.773 -0.009
C32 -0.594 5.693 -0.321
C33 -0.776 4.423 0.512
N3 -0.876 4.779 1.963
O6 0.282 4.986 2.482
C34 -2.019 3.652 0.037
C35 0.409 3.490 0.312
C36 -1.619 6.197 3.823
H31 -3.926 5.789 3.022
H32 -3.775 5.541 1.298
H33 -3.355 4.242 2.419
H34 -0.731 7.568 1.770
H35 -2.473 7.783 1.711
H36 -2.618 6.471 -0.366
H37 -1.377 7.684 -0.556
H38 -0.632 5.422 -1.378
H39 0.406 6.096 -0.135
H40 -2.231 2.816 0.703
H41 -1.823 3.246 -0.955
H42 -2.913 4.267 -0.042
H43 1.355 3.986 0.521
H44 0.427 3.153 -0.724
H45 0.331 2.612 0.951
H46 -1.702 5.316 4.462
H47 -2.372 6.922 4.132
H48 -0.638 6.640 3.979

Computed properties:
Multiplicity: 3
<S²>: 2.008
HOMO-LUMO gap (alpha / beta) in hartree: 0.2623 / 0.3014
Net charge: 0

***

(2)
C21H18N2O4S in the gas phase, computed with ωB97M-V/def2-TZVPD.

Cartesian coordinates (Å):
O1 3.480 -3.728 5.014
C1 4.058 -2.951 4.300
O2 5.401 -2.811 4.330
C2 3.417 -2.117 3.246
C3 4.172 -1.251 2.416
C4 3.543 -0.504 1.466
C5 2.136 -0.580 1.293
C6 1.464 0.188 0.312
C7 0.107 0.100 0.157
C8 -0.679 0.887 -0.857
O3 -1.851 0.643 -1.076
N1 0.009 1.866 -1.509
C9 -0.467 2.700 -2.518
C10 -1.711 2.719 -3.065
C11 -1.997 3.652 -4.098
C12 -1.040 4.501 -4.522
N2 0.220 4.487 -3.976
C13 1.232 5.438 -4.459
C14 0.839 6.898 -4.259
C15 1.931 7.696 -4.949
S1 2.283 6.814 -6.510
C16 1.563 5.240 -5.940
C17 0.577 3.618 -2.963
O4 1.707 3.608 -2.472
C18 -0.642 -0.774 0.986
C19 -0.020 -1.521 1.939
C20 1.386 -1.445 2.120
C21 2.059 -2.210 3.099
H1 5.725 -3.409 5.020
H2 5.243 -1.191 2.547
H3 4.112 0.161 0.828
H4 2.074 0.826 -0.317
H5 0.967 2.076 -1.267
H6 -2.462 2.032 -2.711
H7 -2.978 3.686 -4.548
H8 -1.206 5.227 -5.304
H9 2.118 5.224 -3.863
H10 -0.126 7.100 -4.729
H11 0.764 7.140 -3.198
H12 1.622 8.712 -5.187
H13 2.832 7.740 -4.337
H14 2.277 4.429 -6.074
H15 0.670 5.016 -6.523
H16 -1.711 -0.825 0.835
H17 -0.592 -2.187 2.574
H18 1.503 -2.879 3.744

Computed properties:
HOMO-LUMO gap in hartree: 0.2901
Relative energy (zero: lowest compared OMol25 entry of this formula, charge and spin) in eV: 0.016
Structure (SMILES): O=C(O)c1ccc2cc(C(=O)Nc3cccn([C@@H]4CCSC4)c3=O)ccc2c1
Net charge: 0

***

(3)
C28H18BiCl7N6O9S2 as an isolated structure at a distorted geometry, computed with ωB97M-V/def2-TZVPD.

Cartesian coordinates (Å):
Bi1 0.436 0.806 -0.277
O1 -1.723 0.613 3.377
Cl1 -1.820 0.537 1.964
O2 -3.145 0.662 1.460
O3 -0.962 1.790 1.431
O4 -1.109 -0.679 1.382
N1 -7.644 0.221 -0.666
C1 -6.404 -0.196 -1.255
C2 -5.524 -1.063 -0.621
C3 -4.240 -1.284 -1.140
C4 -3.816 -0.603 -2.313
C5 -4.752 0.204 -2.964
C6 -6.080 0.306 -2.541
S1 -2.032 -0.578 -2.665
O5 -1.914 -0.301 -4.074
O6 -1.464 -1.729 -2.058
N2 -1.321 0.594 -1.845
C7 -1.623 1.953 -1.902
N3 -0.658 2.664 -1.258
C8 -0.863 3.955 -0.898
C9 -2.015 4.620 -1.408
C10 -2.887 3.868 -2.179
N4 -2.682 2.554 -2.436
H1 -7.958 -0.388 0.077
H2 -8.387 0.511 -1.284
H3 -5.767 -1.565 0.346
H4 -3.548 -1.876 -0.526
H5 -4.383 0.739 -3.826
H6 -6.844 0.898 -3.040
H7 -0.185 4.449 -0.271
H8 -2.126 5.678 -1.429
H9 -3.884 4.202 -2.547
Cl2 6.908 3.333 -1.041
C11 5.253 3.307 -0.630
C12 4.706 4.124 0.420
Cl3 5.665 5.358 1.127
C13 3.425 3.915 0.832
Cl4 2.674 5.169 1.693
C14 2.615 2.873 0.221
O7 1.428 2.547 0.768
C15 3.118 2.186 -0.908
O8 2.352 1.260 -1.477
C16 4.396 2.496 -1.407
Cl5 4.910 1.788 -2.874
Cl6 5.238 -1.112 3.021
C17 4.558 -1.370 4.547
C18 5.420 -1.821 5.559
C19 4.892 -2.059 6.855
C20 3.532 -1.745 7.138
C21 2.713 -1.305 6.127
Cl7 1.227 -0.566 6.565
C22 3.230 -1.076 4.761
S2 2.266 -0.501 3.518
H10 6.403 -2.239 5.293
H11 5.641 -2.432 7.612
H12 3.155 -1.729 8.132
N5 -1.007 -4.099 -3.788
C23 -0.250 -4.659 -2.821
O9 -0.295 -5.860 -2.560
C24 0.629 -3.765 -1.985
C25 0.931 -3.957 -0.646
C26 1.765 -3.040 0.015
N6 2.321 -1.988 -0.598
C27 2.195 -1.958 -1.966
C28 1.331 -2.807 -2.686
H13 -1.534 -4.731 -4.346
H14 -1.084 -3.065 -3.839
H15 0.657 -4.899 -0.156
H16 1.945 -3.156 1.094
H17 2.656 -1.109 -2.414
H18 1.337 -2.872 -3.773

Computed properties:
HOMO-LUMO gap in hartree: 0.1775
Relative energy (zero: lowest compared OMol25 entry of this formula, charge and spin) in eV: 0.662
Net charge: -2

***

(4)
C6H9FO in the gas phase at a distorted geometry, computed with ωB97M-V/def2-TZVPD.

Cartesian coordinates (Å):
C1 -3.020 0.175 0.137
C2 -0.910 -0.913 -0.308
C3 0.379 -0.855 -0.540
C4 1.333 0.191 -0.239
C5 2.670 -0.323 0.312
C6 1.069 1.522 -0.004
H1 -3.151 0.357 -1.011
H2 -3.572 -0.914 0.516
H3 -3.252 1.303 0.692
H4 -1.677 -1.621 -0.455
H5 0.997 -1.874 -0.789
H6 3.334 -0.665 -0.643
H7 3.375 0.388 0.716
H8 2.620 -1.331 0.928
H9 1.471 2.390 0.825
O1 -1.503 0.168 0.369
F1 -0.163 2.002 -0.506

Computed properties:
HOMO-LUMO gap in hartree: 0.3377
Relative energy (zero: lowest compared OMol25 entry of this formula, charge and spin) in eV: 4.346
Structure (SMILES): CO/C=C\C(C)=C/F
Net charge: 0

***

(5)
A 3-piece molecular cluster, C20H19Br2NO2 overall at a distorted geometry, computed with ωB97M-V/def2-TZVPD.

Cartesian coordinates (Å):
Br1 2.967 -4.601 4.584
C1 1.568 -3.692 3.715
C2 0.482 -3.211 4.472
C3 -0.577 -2.594 3.814
C4 -0.581 -2.430 2.398
C5 -1.685 -1.789 1.751
C6 -1.694 -1.416 0.412
C7 -2.746 -0.716 -0.166
C8 -2.812 -0.363 -1.552
C9 -3.916 0.398 -2.031
C10 -4.034 0.748 -3.370
C11 -3.030 0.347 -4.273
Br2 -3.191 0.815 -6.086
C12 -1.918 -0.399 -3.839
C13 -1.812 -0.753 -2.494
C14 0.548 -2.905 1.668
C15 1.612 -3.528 2.318
H1 0.456 -3.324 5.554
H2 -1.426 -2.197 4.377
H3 -2.547 -1.511 2.366
H4 -0.825 -1.645 -0.207
H5 -3.569 -0.402 0.481
H6 -4.674 0.700 -1.307
H7 -4.892 1.324 -3.707
H8 -1.144 -0.700 -4.543
H9 -0.952 -1.338 -2.164
H10 0.580 -2.784 0.584
H11 2.464 -3.889 1.743
O1 -5.993 -6.926 1.809
C16 -6.057 -6.381 0.770
C17 -4.670 -3.705 1.912
C18 -5.488 -3.325 3.082
C19 -4.644 -3.843 4.277
C20 -3.583 -4.795 3.676
N1 -3.676 -4.506 2.239
O2 -6.168 -5.830 -0.262
H12 -4.870 -3.437 0.875
H13 -5.746 -2.267 3.177
H14 -6.399 -3.935 3.040
H15 -4.121 -3.010 4.771
H16 -5.258 -4.394 4.997
H17 -2.601 -4.552 4.082
H18 -3.803 -5.840 3.927
H19 -3.097 -4.955 1.523

Computed properties:
HOMO-LUMO gap in hartree: 0.1272
Relative energy (zero: lowest compared OMol25 entry of this formula, charge and spin) in eV: 0.194
Net charge: 0

***

(6)
C3H2F4 in the gas phase at a distorted geometry, computed with ωB97M-V/def2-TZVPD.

Cartesian coordinates (Å):
C1 -0.318 -0.022 0.383
C2 -1.101 0.898 -0.132
C3 0.954 -0.673 -0.132
F1 -2.210 1.339 0.353
F2 -1.040 1.276 -1.459
F3 0.958 -1.933 0.220
F4 1.968 -0.103 0.541
H1 -0.416 -0.162 1.447
H2 1.206 -0.619 -1.220

Computed properties:
HOMO-LUMO gap in hartree: 0.4225
Relative energy (zero: lowest compared OMol25 entry of this formula, charge and spin) in eV: 0.701
Structure (SMILES): FC(F)=CC(F)F
Net charge: 0